1.
{"formula": "C15H14N2O4S", "method": "ωB97M-V with the def2-TZVPD basis set", "orbital_gap_ev": 7.180, "spin_multiplicity": 1, "homo_ev": -8.2, "energy_ev": -37773.2809, "relative_energy_kj_mol": 1208.7, "species": ["O", "C", "O", "H", "C", "H", "H", "C", "C", "O", "N", "N", "C", "C", "C", "C", "C", "O", "H", "H", "H", "C", "H", "H", "C", "C", "C", "C", "C", "S", "H", "H", "H", "H", "H", "H"], "xyz": [[1.82767, 3.10511, -1.84609], [1.30971, 2.74707, -0.96881], [0.15779, 2.19772, -1.13353], [-0.33906, 1.74013, -0.30125], [1.66236, 2.91037, 0.28944], [1.40629, 4.07234, 0.62392], [2.62941, 2.81197, 0.61340], [0.99175, 2.34537, 1.49249], [1.38190, 0.89134, 1.48931], [2.58725, 0.43739, 1.85993], [0.40821, 0.18349, 1.23070], [-0.89033, 0.43683, 0.73882], [-1.44286, -0.89310, 0.42602], [-2.79375, -0.57546, 0.12233], [-3.66894, 0.38454, -0.28054], [-4.94296, -0.18824, -0.47127], [-4.65183, -1.67116, -0.54743], [-3.49132, -1.87883, -0.11039], [-5.23473, -2.21122, -0.92771], [-5.78972, 0.41856, -0.76031], [-3.46756, 1.43119, -0.11655], [-0.80091, -1.89558, 0.85185], [-1.11900, -2.49777, 1.53859], [-0.74467, -2.51402, -0.05744], [0.71530, -1.29037, 0.81391], [1.81368, -1.65231, -0.03087], [1.78457, -1.27094, -1.25076], [2.91784, -1.34836, -2.04793], [3.57316, -2.44988, -1.25057], [3.08855, -2.80047, 0.28088], [4.55546, -2.78993, -1.75310], [3.05628, -1.17480, -3.13350], [1.08382, -0.32770, -1.57799], [1.07339, -1.98777, 1.97901], [1.38455, 2.68314, 2.53987], [-0.03127, 2.62132, 1.67559]], "atomic_forces_ev_per_a": [[9.0317, 5.6706, -13.3723], [-7.6176, -4.8800, 5.2973], [-6.0379, -3.6246, 1.3833], [1.3584, 1.2908, -2.3382], [0.5981, 6.4658, 10.6234], [1.0363, -2.1267, -1.7565], [2.9835, -0.0514, -0.5708], [1.0837, -0.6528, 3.2918], [7.0132, 2.9706, 3.9973], [-4.8975, 1.9403, -1.9507], [-3.7942, -9.0473, -3.7192], [-0.1607, -3.9091, -0.8996], [-5.0670, 16.8402, 0.2235], [-1.3904, -4.5952, -1.7333], [-0.4432, 0.3200, 2.0206], [1.7508, -3.2445, -1.5055], [4.2419, 14.6124, 5.1443], [3.2694, 0.3640, 0.4715], [-8.0430, -9.1571, -4.9380], [-0.1980, -0.5748, -0.0396], [0.0458, 0.0874, -0.3692], [9.1883, -4.6797, -4.8789], [-1.6261, -3.0514, 4.6012], [-0.1453, -0.8519, 0.0058], [-0.9124, -2.7939, 9.4807], [-1.5542, -2.0073, 3.2985], [-2.1354, 7.9474, -5.9546], [1.3594, -5.9887, 2.3255], [3.9777, 2.3506, -6.0432], [-0.9470, 1.1190, 0.0861], [-1.6197, -0.1524, 1.5097], [0.0815, 0.0698, 1.1675], [0.8437, -2.5989, 1.0062], [-0.6578, 2.5490, -2.9575], [0.2474, 0.0423, -2.1823], [-0.8635, -0.6527, -0.7249]], "lowdin_charge": [0.26, -0.83, 0.10, 0.12, -0.12, 0.22, 0.11, -0.13, -0.46, -0.03, -0.01, 0.16, -0.20, -0.10, -0.03, 0.02, -0.07, 0.06, 0.01, 0.09, 0.12, -0.06, 0.09, 0.18, -0.13, -0.60, -0.24, -0.05, -0.47, 1.09, 0.09, 0.11, 0.18, 0.22, 0.17, 0.11]}

---

2.
{"formula": "C33H25GeN2O3Tc", "method": "ωB97M-V with the def2-TZVPD basis set", "orbital_gap_ev": [5.705, 5.702], "spin_multiplicity": 1, "homo_ev": [-13.4, -13.4], "energy_ev": -102445.8110, "total_charge": 2, "species": ["Tc", "O", "C", "C", "C", "C", "C", "C", "C", "O", "N", "N", "C", "C", "C", "C", "C", "C", "C", "O", "H", "H", "H", "H", "H", "H", "H", "H", "H", "H", "C", "Ge", "C", "C", "C", "C", "C", "C", "C", "C", "C", "C", "C", "C", "C", "C", "C", "C", "C", "C", "H", "H", "H", "H", "H", "H", "H", "H", "H", "H", "H", "H", "H", "H", "H"], "xyz": [[-0.05689, 1.30704, -1.31857], [-2.63027, 3.89825, 0.90768], [-3.86200, 3.39936, 0.62321], [-5.01185, 4.01146, 1.10990], [-6.25569, 3.49098, 0.81581], [-6.38316, 2.34839, 0.02843], [-5.24898, 1.74048, -0.45338], [-3.97225, 2.25026, -0.16425], [-2.83118, 1.54378, -0.73025], [-1.58404, 2.06197, -0.58307], [-2.92042, 0.43512, -1.36222], [-1.64663, 0.06912, -1.82838], [-1.64589, -0.93253, -2.63703], [-0.50929, -1.46894, -3.33805], [-0.64545, -2.64487, -4.08352], [0.41498, -3.11394, -4.83307], [1.60977, -2.39689, -4.85812], [1.76924, -1.22938, -4.12146], [0.70609, -0.79681, -3.36440], [0.80300, 0.34540, -2.62023], [-2.73156, 4.70365, 1.42949], [-4.92152, 4.90429, 1.71772], [-7.13908, 3.98282, 1.20099], [-7.35912, 1.95098, -0.20933], [-5.32200, 0.85852, -1.07379], [-2.62160, -1.37330, -2.82209], [-1.58948, -3.17599, -4.07133], [0.31235, -4.02208, -5.40973], [2.43199, -2.74701, -5.46896], [2.68784, -0.66060, -4.14431], [0.72333, 0.70280, 0.18389], [1.20675, -0.92743, 0.99197], [0.97885, -1.33852, 2.78183], [-0.28042, -1.27325, 3.39436], [-0.42292, -1.72959, 4.69395], [0.68365, -2.21660, 5.37965], [1.93697, -2.26290, 4.77971], [2.09041, -1.84791, 3.46817], [2.20132, -2.12316, -0.05638], [1.75131, -3.44608, -0.15000], [2.48375, -4.36452, -0.88991], [3.67559, -3.97559, -1.48871], [4.13408, -2.66844, -1.37786], [3.38961, -1.73191, -0.68069], [1.30935, 1.98468, 0.66956], [0.73830, 2.67752, 1.75278], [1.31657, 3.84834, 2.19061], [2.45097, 4.35641, 1.54926], [2.99722, 3.70873, 0.45642], [2.43277, 2.51673, 0.01580], [-1.13984, -0.87019, 2.87146], [-1.39197, -1.70441, 5.17328], [0.56741, -2.57196, 6.39496], [2.78918, -2.63857, 5.32932], [3.06270, -1.91768, 2.99487], [0.85330, -3.77502, 0.36105], [2.14276, -5.38797, -0.97014], [4.26249, -4.70283, -2.03473], [5.07345, -2.38112, -1.83220], [3.75732, -0.71517, -0.59693], [-0.15347, 2.28958, 2.22993], [0.88817, 4.38001, 3.02947], [2.90904, 5.26595, 1.91501], [3.86473, 4.11609, -0.04440], [2.87041, 1.98443, -0.82304]], "atomic_forces_ev_per_a": [[-0.0808, 0.1029, 0.1840], [-0.0324, 0.0145, 0.0664], [0.1509, 0.1285, 0.0820], [-0.0205, -0.0180, -0.0161], [-0.0566, 0.0277, 0.0166], [0.0202, 0.0109, 0.0004], [-0.0177, 0.0010, 0.0087], [-0.0370, -0.2341, -0.1640], [0.5380, 0.5959, 0.3824], [-0.7269, 0.0682, -0.0310], [0.4623, -0.3222, -0.2739], [-0.4482, 0.1616, -0.0214], [0.0303, -0.2996, -0.2111], [-0.3938, -0.0957, 0.0870], [0.0389, -0.0688, -0.0981], [-0.0107, 0.0352, 0.0469], [0.0548, 0.0290, -0.0027], [0.1188, -0.2063, -0.1608], [0.1690, 0.6823, 0.5429], [0.0997, -0.1697, -0.4856], [-0.0142, -0.0057, -0.0332], [-0.0010, -0.0059, 0.0032], [0.0046, 0.0032, -0.0057], [-0.0001, -0.0010, 0.0145], [-0.0056, -0.0012, -0.0008], [0.0459, -0.0703, 0.0432], [0.0107, 0.0131, -0.0076], [0.0106, 0.0137, -0.0105], [-0.0150, -0.0085, 0.0147], [0.0128, -0.0110, -0.0025], [0.2237, 0.0011, 0.2558], [0.0306, 0.0923, -0.1971], [-0.3035, -0.2152, 0.4937], [0.1401, 0.1381, 0.2222], [-0.0214, 0.0352, -0.0649], [0.0106, -0.0247, 0.0257], [0.0400, 0.0262, -0.0146], [-0.1644, -0.1474, 0.1279], [0.1519, -0.2939, -0.2392], [0.2274, -0.0879, -0.0139], [-0.0190, 0.0818, 0.0576], [-0.0078, -0.0383, -0.0180], [0.0062, 0.0347, -0.0230], [-0.0362, -0.0154, -0.0926], [-0.0394, -0.0947, -0.2668], [-0.0447, 0.0892, 0.0054], [0.0089, -0.0174, -0.0430], [-0.0179, 0.0104, 0.0562], [-0.0309, -0.0146, -0.0661], [-0.0228, 0.1045, -0.1138], [0.0090, -0.0161, -0.0404], [0.0077, -0.0026, 0.0065], [0.0005, 0.0176, 0.0057], [-0.0097, 0.0015, 0.0083], [-0.0207, -0.0337, -0.0468], [-0.0093, 0.0374, 0.0045], [-0.0039, 0.0133, -0.0121], [-0.0147, 0.0066, -0.0024], [-0.0144, -0.0154, 0.0083], [-0.0386, 0.0155, -0.0346], [0.0156, -0.0150, -0.0066], [0.0270, -0.0070, 0.0116], [-0.0340, 0.0154, -0.0187], [-0.0102, -0.0042, 0.0000], [0.0567, -0.0471, 0.0574]], "lowdin_charge": [1.63, 0.06, -0.25, 0.00, -0.04, -0.06, -0.01, -0.09, -0.33, -0.21, 0.12, -0.09, 0.00, -0.15, 0.00, -0.04, -0.02, 0.01, -0.28, -0.24, 0.12, 0.13, 0.12, 0.12, 0.12, 0.15, 0.13, 0.12, 0.12, 0.13, -0.44, 1.26, -0.33, -0.09, -0.05, -0.03, -0.04, -0.09, -0.33, -0.09, -0.05, -0.04, -0.06, -0.10, -0.38, -0.03, -0.03, -0.03, -0.04, -0.05, 0.11, 0.12, 0.12, 0.12, 0.11, 0.11, 0.12, 0.12, 0.12, 0.10, 0.12, 0.12, 0.12, 0.12, 0.11]}

---

3.
{"formula": "C18H27N7O4S2", "method": "ωB97M-V with the def2-TZVPD basis set", "orbital_gap_ev": 8.632, "spin_multiplicity": 1, "homo_ev": -8.0, "energy_ev": -59395.6476, "relative_energy_kj_mol": 0.0, "smiles": "CCN(CC)c1ccc(S(=O)(=O)N2CCOCC2)cc1NC(=O)CSc1n[nH]c(N)n1", "species": ["C", "C", "N", "C", "C", "C", "C", "C", "C", "S", "O", "O", "N", "C", "C", "O", "C", "C", "C", "C", "N", "C", "O", "C", "S", "C", "N", "N", "C", "N", "N", "H", "H", "H", "H", "H", "H", "H", "H", "H", "H", "H", "H", "H", "H", "H", "H", "H", "H", "H", "H", "H", "H", "H", "H", "H", "H", "H"], "xyz": [[0.36579, 3.48827, 2.22784], [1.09707, 3.80383, 0.92820], [1.69536, 2.60345, 0.37275], [2.92647, 2.80985, -0.37771], [4.13043, 3.10964, 0.51394], [0.85637, 1.56758, -0.01851], [-0.48674, 1.75363, -0.35338], [-1.31335, 0.67874, -0.62235], [-0.78534, -0.59705, -0.61553], [-1.89904, -1.97399, -0.68010], [-2.72244, -1.91359, 0.50648], [-1.19165, -3.20652, -0.88808], [-2.88707, -1.59834, -1.98776], [-4.13976, -2.33332, -1.99985], [-4.99162, -1.80089, -3.15205], [-4.31655, -1.92995, -4.38179], [-3.09061, -1.24012, -4.36744], [-2.18068, -1.74552, -3.24562], [0.54453, -0.82586, -0.31781], [1.35721, 0.24307, 0.02254], [2.61361, 0.06055, 0.59655], [3.17184, -1.14143, 0.94610], [3.09758, -2.14849, 0.28895], [3.93622, -1.06861, 2.26089], [3.01903, -0.03663, 3.46644], [1.43157, -0.68458, 3.13181], [0.33189, 0.02866, 3.14078], [-0.61369, -0.87612, 2.77299], [-0.02336, -2.07446, 2.53992], [-0.70398, -3.19404, 2.22013], [1.27422, -1.97616, 2.76874], [1.03985, 2.99768, 2.92463], [-0.00342, 4.40593, 2.67794], [-0.47165, 2.81902, 2.05574], [0.42494, 4.30181, 0.21362], [1.91000, 4.49879, 1.14209], [2.78936, 3.64406, -1.08220], [3.12632, 1.91338, -0.96655], [4.27929, 2.33035, 1.25693], [4.01141, 4.05395, 1.03819], [5.02430, 3.17464, -0.10090], [-0.90037, 2.74814, -0.38253], [-2.36143, 0.81271, -0.83479], [-4.62355, -2.17253, -1.03672], [-3.95592, -3.40803, -2.14082], [-5.91337, -2.37599, -3.24775], [-5.23196, -0.74351, -2.96651], [-2.63165, -1.41153, -5.34205], [-3.26843, -0.16313, -4.22643], [-1.26544, -1.15338, -3.19038], [-1.91681, -2.79835, -3.41741], [0.91958, -1.83615, -0.28605], [2.84658, 0.84323, 1.20557], [4.91393, -0.60294, 2.13639], [4.05181, -2.07566, 2.65784], [-1.57765, -0.61615, 2.64783], [-0.13517, -3.92684, 1.82486], [-1.58387, -3.04112, 1.74237]], "atomic_forces_ev_per_a": [[0.0755, 0.1954, -0.1816], [-0.1600, -0.0666, 0.2940], [0.1794, 0.0688, 0.2064], [0.2695, 0.1005, -0.1277], [-0.2259, -0.0158, -0.2346], [-0.2217, -0.4809, -0.2062], [0.1344, -0.0803, -0.0290], [-0.1333, 0.0533, -0.0337], [-0.2740, -0.2511, -0.1558], [-0.1419, 0.3575, -0.2178], [-0.3895, 0.1685, -0.0401], [0.2374, 0.0903, -0.2527], [0.6889, 0.1011, 0.9320], [-0.5315, -0.2078, 0.0711], [0.0623, -0.0402, 0.3160], [-0.0735, -0.1631, -0.1328], [0.3368, 0.1017, 0.1619], [0.1540, -0.0089, -0.6678], [0.0261, -0.2510, -0.1247], [-0.2863, 0.0098, -0.0790], [0.1135, 0.5140, -0.2594], [0.4457, -0.0146, -0.0318], [-0.0399, -0.1438, -0.1183], [-0.3410, -0.0054, 0.4085], [0.4933, 0.1180, 0.3333], [-0.6450, -0.0416, -0.0628], [0.2531, 0.7111, 0.1217], [0.3257, -0.6578, -0.0115], [-0.0217, 0.6899, 0.4298], [-0.2294, -0.3984, -0.1385], [-0.0580, -0.5581, -0.0370], [0.0495, -0.0555, 0.0639], [-0.0979, 0.0961, 0.0694], [-0.0870, -0.0575, 0.0676], [0.0993, 0.0277, -0.0205], [-0.0463, -0.0036, -0.0897], [-0.0023, -0.1133, -0.0414], [-0.0359, 0.1071, -0.0089], [0.0319, -0.0947, 0.1025], [0.0281, 0.0827, 0.0803], [0.1333, 0.0439, -0.0291], [-0.0167, 0.1256, 0.0361], [-0.1319, 0.1393, -0.0424], [-0.1605, -0.0772, -0.1025], [-0.0878, 0.0524, -0.0015], [0.0431, 0.0686, 0.1033], [-0.0280, -0.0766, 0.0058], [0.0428, 0.0738, 0.1038], [0.0359, -0.0591, -0.0553], [0.0252, -0.0147, -0.1920], [0.0046, 0.1063, -0.0453], [0.1285, -0.0646, 0.0373], [-0.1267, -0.2286, -0.0104], [0.0172, 0.0140, -0.0251], [0.0103, 0.0652, -0.1896], [0.0609, 0.0323, -0.0089], [-0.0154, 0.0385, 0.0057], [0.1030, -0.1229, 0.0553]], "lowdin_charge": [-0.07, -0.22, -0.12, -0.22, -0.07, -0.17, 0.00, -0.06, -0.30, 0.68, -0.31, -0.27, -0.24, -0.17, -0.18, -0.12, -0.18, -0.18, 0.01, -0.15, 0.10, -0.55, 0.09, -0.34, 0.95, -0.73, 0.07, 0.08, -0.45, 0.18, 0.14, 0.07, 0.07, 0.06, 0.11, 0.11, 0.12, 0.12, 0.06, 0.07, 0.08, 0.11, 0.11, 0.12, 0.14, 0.13, 0.13, 0.13, 0.13, 0.13, 0.13, 0.11, 0.07, 0.08, 0.08, 0.15, 0.11, 0.06]}